Record 1
# C16H42N4O16P2

A cluster of 6 separate species, C16H42N4O16P2 in total in a non-equilibrium geometry (ωB97M-V/def2-TZVPD, OMol25).

Output
E = -2740.224222 Ha
total charge = 0
orbital gap = 0.351 Ha
highest occupied orbital energy = -10.11 eV

XYZ file:
```
80
C16H42N4O16P2 ωB97M-V/def2-TZVPD
C 12.324 -2.788 11.359
C 11.818 -3.560 10.149
O 11.137 -4.747 10.636
P 9.573 -4.897 10.284
O 8.714 -3.866 10.872
O 9.565 -4.959 8.726
C 8.393 -5.122 7.910
C 7.834 -3.766 7.495
O 9.291 -6.379 10.751
C 10.206 -7.498 10.589
C 9.930 -8.484 11.668
H 11.565 -2.754 12.135
H 13.202 -3.310 11.742
H 12.609 -1.784 11.044
H 11.088 -2.991 9.570
H 12.635 -3.848 9.490
H 8.728 -5.667 7.031
H 7.649 -5.721 8.432
H 8.543 -3.064 7.060
H 7.069 -3.941 6.740
H 7.437 -3.282 8.388
H 10.170 -7.863 9.558
H 11.222 -7.101 10.655
H 10.425 -8.203 12.592
H 8.901 -8.795 11.850
H 10.298 -9.445 11.270
C 3.123 -6.477 6.569
C 3.999 -5.258 6.396
O 3.877 -4.814 5.024
P 5.133 -4.643 4.049
O 6.423 -4.962 4.692
O 4.732 -5.377 2.723
C 5.615 -5.625 1.623
C 6.231 -4.365 1.031
O 5.025 -3.105 3.610
C 5.321 -2.060 4.586
C 5.035 -0.748 3.850
H 2.069 -6.202 6.496
H 3.278 -7.246 5.813
H 3.318 -6.946 7.536
H 3.721 -4.446 7.064
H 5.048 -5.528 6.531
H 6.394 -6.292 2.016
H 5.042 -6.225 0.917
H 7.084 -4.042 1.631
H 6.602 -4.498 0.017
H 5.488 -3.569 1.066
H 4.642 -2.220 5.423
H 6.373 -2.167 4.836
H 5.047 0.030 4.614
H 5.831 -0.638 3.117
H 4.061 -0.848 3.382
C 10.889 -2.995 -0.434
N 9.969 -2.118 0.322
O 9.065 -2.633 0.961
O 10.200 -0.923 0.286
H 11.589 -3.403 0.296
H 11.448 -2.334 -1.090
H 10.438 -3.818 -0.976
C 11.816 2.798 4.934
N 13.088 2.450 4.193
O 13.047 2.584 2.980
O 14.049 2.079 4.832
H 12.075 3.269 5.877
H 11.302 1.858 5.106
H 11.392 3.528 4.251
C 9.301 1.738 2.468
N 8.809 3.153 2.403
O 8.942 3.721 1.341
O 8.232 3.589 3.380
H 8.791 1.170 3.237
H 10.358 1.844 2.706
H 9.165 1.255 1.508
C 9.139 -1.961 4.196
N 9.862 -1.085 5.126
O 10.684 -0.336 4.620
O 9.731 -1.182 6.326
H 9.793 -2.118 3.353
H 8.195 -1.452 4.001
H 8.873 -2.896 4.690
```

---

Record 2
# C5H9NO2

The ion C5H9NO2 with charge -1 in a non-equilibrium geometry (ωB97M-V/def2-TZVPD, OMol25).

Output
spin multiplicity = 2
⟨S²⟩ = 0.754
E = -401.101704 Ha
total charge = -1
orbital gap (spin up / spin down) = 0.130 / 0.252 Ha
highest occupied orbital energy (spin up / spin down) = 0.17 / -3.20 eV

XYZ file:
```
17
C5H9NO2 ωB97M-V/def2-TZVPD
C 0.778 0.413 1.682
N -0.103 -0.155 0.823
C 0.622 -1.006 -0.173
C 1.419 -0.171 -1.159
C -1.118 0.704 0.237
C -2.299 -0.101 -0.318
O -3.404 0.543 -0.536
O 0.794 1.579 2.029
H 1.488 -0.317 2.121
H -0.130 -1.610 -0.658
H 1.313 -1.578 0.422
H 2.426 0.074 -0.793
H 1.672 -0.688 -2.092
H 0.977 0.769 -1.472
H -0.752 1.369 -0.560
H -1.558 1.343 0.999
H -2.124 -1.169 -0.553
```

---

Record 3
# C48H64N2O4SW

A structure of composition C48H64N2O4SW (ωB97M-V/def2-TZVPD, OMol25).

Output
E = -2741.822430 Ha
total charge = +4
orbital gap = 0.195 Ha
highest occupied orbital energy = -18.21 eV

XYZ file:
```
120
C48H64N2O4SW ωB97M-V/def2-TZVPD
W 0.525 -0.794 0.086
C 1.814 -2.356 2.815
O 1.092 -1.342 2.008
C -0.264 -1.054 2.264
C -0.470 0.157 3.019
C 0.674 1.032 3.498
C 1.931 1.239 2.673
C 3.142 1.476 3.307
C 4.295 1.848 2.605
C 4.173 2.034 1.228
C 2.976 1.805 0.555
C 2.828 2.218 -0.896
C 2.059 1.384 -1.911
C 1.712 1.995 -3.090
C 1.191 1.290 -4.193
C 0.947 -0.091 -4.040
C 1.272 -0.777 -2.903
C 1.060 -2.283 -2.878
C -0.246 -2.627 -2.203
C -1.432 -2.840 -2.852
C -2.597 -3.218 -2.145
C -2.523 -3.425 -0.738
C -1.371 -3.207 -0.049
C -1.190 -3.378 1.441
C -1.324 -2.034 2.141
C -2.550 -1.704 2.663
C -2.787 -0.513 3.371
C -1.731 0.420 3.478
C -4.079 -0.260 4.104
C -5.100 -1.385 3.928
C -3.735 -0.149 5.611
C -4.690 1.074 3.633
C -0.227 -2.756 -0.781
O 0.960 -2.650 -0.125
C -3.919 -3.409 -2.840
C -4.947 -2.452 -2.194
C -3.855 -3.106 -4.338
C -4.374 -4.872 -2.633
C 1.783 -0.020 -1.777
O 2.421 -0.658 -0.693
C 3.785 -1.211 -0.832
C 0.946 1.949 -5.525
C 1.688 1.152 -6.621
C 1.411 3.405 -5.566
C -0.574 1.895 -5.802
C 1.895 1.373 1.296
O 0.732 0.989 0.612
C 5.598 2.091 3.359
C 5.363 3.200 4.400
C 6.011 0.792 4.070
C 6.729 2.527 2.428
H 1.229 -2.535 3.712
H 2.775 -1.912 3.061
H 1.933 -3.257 2.221
H 0.970 0.619 4.469
H 0.259 2.018 3.720
H 3.180 1.401 4.387
H 5.022 2.396 0.661
H 3.827 2.363 -1.318
H 2.379 3.216 -0.905
H 1.935 3.048 -3.201
H 0.546 -0.647 -4.877
H 1.871 -2.784 -2.351
H 1.049 -2.657 -3.899
H -1.471 -2.749 -3.928
H -3.396 -3.789 -0.212
H -0.218 -3.832 1.634
H -1.949 -4.054 1.828
H -3.351 -2.424 2.570
H -1.892 1.334 4.036
H -4.722 -2.340 4.295
H -5.420 -1.497 2.889
H -5.986 -1.152 4.517
H -3.292 -1.073 5.985
H -4.659 0.026 6.161
H -3.059 0.678 5.827
H -4.878 1.067 2.557
H -4.057 1.928 3.878
H -5.643 1.219 4.140
H -4.692 -1.412 -2.417
H -5.023 -2.585 -1.114
H -5.928 -2.656 -2.621
H -3.520 -2.085 -4.536
H -4.854 -3.206 -4.760
H -3.212 -3.808 -4.872
H -4.608 -5.091 -1.591
H -3.617 -5.577 -2.977
H -5.278 -5.040 -3.218
H 4.396 -0.440 -1.294
H 3.745 -2.111 -1.437
H 4.129 -1.426 0.174
H 2.756 1.087 -6.413
H 1.564 1.673 -7.570
H 1.292 0.145 -6.749
H 2.479 3.500 -5.357
H 0.851 4.038 -4.875
H 1.246 3.800 -6.567
H -0.951 0.871 -5.824
H -0.765 2.342 -6.776
H -1.133 2.461 -5.054
H 4.682 2.885 5.191
H 4.960 4.099 3.931
H 6.310 3.466 4.870
H 5.239 0.437 4.756
H 6.913 0.969 4.655
H 6.231 0.001 3.349
H 6.510 3.480 1.941
H 6.950 1.775 1.667
H 7.637 2.669 3.013
C -1.780 3.947 -0.106
N -1.343 2.558 -0.301
C -2.155 1.532 -0.318
N -3.449 1.670 -0.084
S -1.644 -0.097 -0.753
H -0.922 4.601 -0.219
H -2.196 4.088 0.892
H -2.522 4.219 -0.858
H -0.366 2.379 -0.470
H -3.872 2.580 0.043
H -4.069 0.881 -0.180
```

---

Record 4
# C6H12O

An isolated molecule of C6H12O in a non-equilibrium geometry (ωB97M-V/def2-TZVPD, OMol25).

Output
E = -311.021843 Ha
total charge = 0
orbital gap = 0.396 Ha
highest occupied orbital energy = -9.69 eV

XYZ file:
```
19
C6H12O ωB97M-V/def2-TZVPD
C 0.166 1.398 -1.588
C 0.330 1.180 -0.080
C -0.980 0.930 0.674
O -0.682 -0.025 1.670
C 0.158 -0.999 1.059
C -0.656 -1.981 0.209
C 1.153 -0.172 0.234
H -0.841 1.252 -2.001
H 0.771 0.536 -1.811
H 0.610 2.300 -2.024
H 0.889 2.007 0.365
H -1.388 1.819 1.162
H -1.749 0.544 -0.017
H 0.631 -1.545 1.881
H -1.528 -2.320 0.777
H -0.061 -2.860 -0.062
H -1.013 -1.526 -0.723
H 1.508 -0.769 -0.631
H 2.057 0.067 0.803
```

---

Record 5
# C9H17Cl4MgO4

A structure of composition C9H17Cl4MgO4 in a non-equilibrium geometry (ωB97M-V/def2-TZVPD, OMol25).

Output
E = -2694.453435 Ha
total charge = +1
orbital gap = 0.120 Ha
highest occupied orbital energy = -12.23 eV

XYZ file:
```
35
C9H17Cl4MgO4 ωB97M-V/def2-TZVPD
Mg -0.469 4.353 -0.746
C 0.237 -0.027 -1.669
O -0.350 1.193 -1.189
H 0.570 -0.128 -2.701
H 1.142 -0.309 -1.131
H -0.415 -0.852 -1.383
C -0.395 -1.480 3.747
C -1.393 -0.229 3.636
C -2.752 -0.663 2.983
O -3.658 -0.478 4.033
C -3.103 0.096 5.074
O -3.668 0.503 6.018
O -1.759 0.084 4.958
H -0.070 -1.613 2.715
H -0.870 -2.392 4.110
H 0.541 -1.332 4.287
H -0.923 0.518 2.996
H -2.757 -1.701 2.652
H -2.936 0.048 2.177
Cl 6.178 0.732 2.357
C 4.376 0.872 2.360
C 3.927 1.951 3.373
Cl 4.117 1.427 5.013
H 4.076 -0.170 2.473
H 4.116 1.177 1.346
H 2.949 2.400 3.200
H 4.563 2.816 3.184
Cl -2.036 0.884 -8.846
C -1.582 -0.141 -7.540
C -1.093 -1.506 -8.141
Cl -2.256 -2.246 -9.342
H -2.477 -0.329 -6.947
H -0.846 0.341 -6.897
H -0.844 -2.344 -7.490
H -0.142 -1.456 -8.672
```

---

Record 6
# C8H10ClCuN2

A structure of composition C8H10ClCuN2 in a non-equilibrium geometry (ωB97M-V/def2-TZVPD, OMol25).

Output
spin multiplicity = 2
⟨S²⟩ = 0.765
E = -2520.555285 Ha
total charge = +1
orbital gap (spin up / spin down) = 0.291 / 0.174 Ha
highest occupied orbital energy (spin up / spin down) = -12.18 / -11.78 eV

XYZ file:
```
22
C8H10ClCuN2 ωB97M-V/def2-TZVPD
Cu 1.235 -0.363 3.366
Cl -0.368 0.490 2.474
N 0.259 -0.898 0.784
C 1.637 -0.781 0.549
C 2.123 -1.997 0.062
C 0.982 -2.799 -0.042
C -0.092 -2.105 0.385
H -0.384 -0.214 1.156
H 2.124 0.116 0.901
H 3.129 -2.176 -0.289
H 0.927 -3.801 -0.442
H -1.126 -2.316 0.617
N -0.520 1.369 -1.894
C -1.079 2.595 -1.640
C -1.612 2.555 -0.445
C -1.348 1.291 0.146
C -0.552 0.586 -0.787
H -0.067 1.165 -2.773
H -1.220 3.337 -2.412
H -2.347 3.242 -0.053
H -1.645 1.075 1.162
H -0.055 -0.372 -0.826
```

---

Record 7
# C24H30BCl4F5NO5S2SiW

A structure of composition C24H30BCl4F5NO5S2SiW (ωB97M-V/def2-TZVPD, OMol25).

Output
E = -4881.597905 Ha
total charge = +1
orbital gap (spin up / spin down) = 0.267 / 0.267 Ha
highest occupied orbital energy (spin up / spin down) = -11.53 / -11.50 eV

XYZ file:
```
74
C24H30BCl4F5NO5S2SiW ωB97M-V/def2-TZVPD
W -0.731 0.567 0.545
F -2.671 3.675 -1.991
C -2.456 4.563 -1.012
F -2.199 5.747 -1.576
F -3.589 4.675 -0.307
C -1.312 4.120 -0.135
C -0.159 4.850 -0.012
C 0.905 4.392 0.793
C 0.800 3.176 1.393
N -0.348 2.452 1.290
C -1.424 2.933 0.618
S -2.723 1.754 0.664
H -0.067 5.788 -0.543
H 1.806 4.976 0.899
H 1.587 2.718 1.977
Cl 1.178 -1.441 -5.669
C 0.659 -1.538 -4.042
C 0.510 -2.783 -3.422
Cl 0.839 -4.218 -4.294
C 0.087 -2.874 -2.093
Cl -0.156 -4.378 -1.316
C -0.163 -1.701 -1.406
O -0.626 -1.635 -0.103
C -0.032 -0.477 -2.030
O -0.347 0.615 -1.258
C 0.377 -0.362 -3.344
Cl 0.520 1.188 -4.048
F 1.202 -0.575 0.828
B 0.328 -1.739 1.051
F 0.978 -2.871 1.264
C 3.541 -0.617 5.267
C 3.213 -0.593 3.782
C 3.473 0.781 3.184
C 3.971 -1.670 3.026
O 1.810 -0.921 3.634
Si 0.378 -0.376 4.074
S -0.946 -1.046 2.395
O 0.282 1.232 4.153
C -0.466 2.097 5.071
C -1.943 1.749 4.974
C 0.078 1.911 6.478
C -0.216 3.516 4.590
O -0.297 -1.071 5.346
C -0.486 -2.434 5.832
C 0.319 -3.418 4.999
C -1.975 -2.721 5.739
C -0.012 -2.425 7.275
H 4.600 -0.417 5.431
H 3.308 -1.595 5.691
H 2.964 0.143 5.800
H 4.532 1.025 3.272
H 2.897 1.544 3.712
H 3.209 0.782 2.124
H 5.045 -1.499 3.102
H 3.690 -1.665 1.973
H 3.745 -2.653 3.439
H -2.132 0.737 5.332
H -2.283 1.832 3.939
H -2.531 2.439 5.581
H -0.068 0.890 6.824
H -0.438 2.583 7.164
H 1.143 2.152 6.507
H -0.659 3.677 3.607
H 0.855 3.722 4.542
H -0.667 4.226 5.283
H 0.010 -3.405 3.951
H 0.160 -4.427 5.378
H 1.385 -3.196 5.048
H -2.310 -2.702 4.700
H -2.540 -1.979 6.304
H -2.193 -3.707 6.148
H 1.048 -2.174 7.327
H -0.156 -3.408 7.725
H -0.575 -1.694 7.856
```

---

Record 8
# C16H18ClNO8Sc

A structure of composition C16H18ClNO8Sc in a non-equilibrium geometry (ωB97M-V/def2-TZVPD, OMol25).

Output
E = -2497.957843 Ha
total charge = +1
orbital gap = 0.288 Ha
highest occupied orbital energy = -11.09 eV

XYZ file:
```
45
C16H18ClNO8Sc ωB97M-V/def2-TZVPD
Sc -0.214 0.112 -0.154
C -2.996 1.485 -1.048
O -2.172 0.301 -1.173
C -2.890 -0.896 -1.492
C -1.870 -1.851 -2.028
O -0.746 -1.900 -1.111
C -0.679 -3.022 -0.188
C -0.902 -2.542 1.216
O 0.028 -1.483 1.438
C 0.213 -1.157 2.835
H -3.629 1.560 -1.929
H -2.323 2.332 -1.001
H -3.587 1.412 -0.137
H -3.646 -0.687 -2.251
H -3.392 -1.263 -0.593
H -1.469 -1.496 -2.975
H -2.274 -2.852 -2.167
H 0.315 -3.450 -0.297
H -1.420 -3.767 -0.471
H -0.717 -3.364 1.911
H -1.920 -2.174 1.380
H 0.586 -2.041 3.348
H -0.727 -0.808 3.257
H 0.944 -0.357 2.884
O -0.472 5.875 1.775
C -0.393 4.745 1.414
C 0.260 4.237 0.099
O 0.876 4.880 -0.702
C 0.002 2.783 0.115
C -0.667 2.387 1.217
O -0.946 1.075 1.368
C -0.998 3.501 2.122
O -1.563 3.468 3.178
O 0.353 1.860 -0.794
Cl 4.216 -2.607 -2.882
C 3.749 -1.466 -1.680
C 4.690 -0.729 -0.986
C 4.245 0.177 -0.037
C 2.890 0.312 0.174
N 1.984 -0.415 -0.491
C 2.407 -1.287 -1.410
H 5.744 -0.857 -1.191
H 4.940 0.785 0.524
H 2.511 1.040 0.881
H 1.660 -1.858 -1.946
```

---

Record 9
# C5H7NO

A cluster of 2 separate species, C5H7NO in total (ωB97M-V/def2-TZVPD, OMol25).

Output
E = -324.669178 Ha
total charge = 0
orbital gap = 0.340 Ha
highest occupied orbital energy = -8.67 eV

XYZ file:
```
14
C5H7NO ωB97M-V/def2-TZVPD
O 1.103 -0.122 2.453
C 0.564 -0.019 1.363
C -0.793 -0.443 1.027
C -1.435 0.062 -0.065
C -0.680 0.634 -1.125
C 0.674 0.685 -0.969
N 1.233 0.545 0.272
H -1.271 -1.107 1.737
H -2.507 -0.081 -0.180
H -1.137 0.888 -2.074
H 1.365 0.858 -1.787
H 2.219 0.719 0.413
H 0.257 -1.661 -0.298
H 0.601 -1.399 -0.916
```